Entry from the Open Molecules 2025 dataset: a cluster of 2 separate species, C2H9N3O in total (wB97M-V/def2-TZVPD).

For the relative energy (zero: lowest compared OMol25 entry of this formula, charge and spin), the calculation gives 161.4 kJ/mol. The gap between HOMO and LUMO comes out at 9.58 eV. The highest occupied orbital energy comes out at -8.78 eV. Its total charge is 0. For the total energy, the calculation gives -8736.76664 eV.

```
15
Properties=species:S:1:pos:R:3:forces:R:3:lowdin_charge:R:1
N 1.705753 0.331194 0.313244 1.994 0.745 0.017 -0.009
C 1.521278 -0.680967 -0.708892 -0.056 0.402 -0.226 -0.348
N 1.207499 -0.088666 -2.049998 0.335 -0.291 -0.454 -0.039
H 2.512522 0.500381 0.939305 -0.357 -0.815 -1.306 0.084
H 0.919533 0.400861 0.877569 -1.630 0.070 1.189 -0.011
H 2.349007 -1.361298 -0.925040 0.230 0.301 0.524 0.097
H 0.718227 -1.338571 -0.246552 0.390 0.623 -1.519 0.109
H 0.563665 0.676033 -2.002241 -0.750 0.173 0.600 0.025
H 1.971653 0.384243 -2.589124 -0.215 -1.219 1.279 0.073
C -2.032808 0.381546 1.677220 1.829 0.640 1.454 -0.330
N -2.538829 -0.158769 0.488159 1.890 -0.081 1.569 0.103
O -1.025741 0.018296 2.388616 -4.126 1.078 -3.592 -0.061
H -2.618843 1.362554 1.927713 0.759 -1.770 0.102 0.141
H -1.897560 -0.626043 -0.134112 -0.010 -0.431 0.232 0.086
H -3.355357 0.199206 0.044131 -0.284 0.575 0.131 0.080
```
Positions in Å, forces in eV/Å.